The molecule C4H7NO2. Source: the OMol25 dataset; level of theory: wB97M-V/def2-TZVPD.

CARTESIAN COORDINATES (ANGSTROEM)
1 O 1.91204 1.56170 0.10065
2 N 1.81411 0.20626 -0.28276
3 C 0.59047 -0.10273 -0.39147
4 C -0.10217 -1.42152 -0.62496
5 C -1.28522 -0.82987 0.19324
6 C -0.69013 0.58978 0.01859
7 O -0.63464 1.38158 1.16847
8 H 2.82730 1.64027 0.39606
9 H 0.39011 -2.31725 -0.23951
10 H -0.35444 -1.57519 -1.67945
11 H -1.23042 -1.11050 1.24813
12 H -2.29520 -0.99810 -0.18655
13 H -1.15071 1.11808 -0.83157
14 H 0.20891 1.85748 1.11113

Atoms 1-2, force components in eV/Å:
O 0.27 0.21 0.13
N -0.52 -0.36 -0.08

Its SMILES is O/N=C1/CC[C@H]1O. For the energy relative to the best compared isomer or geometry (same formula, charge and spin), the calculation gives 3.2423 eV. The calculation puts the HOMO-LUMO gap at 10.70 eV. The total charge is 0. The calculation puts the total energy at -9844.0374 eV.